Entry 1:
Entry from OMol25: 31 unconnected molecules or ions with the total composition C11H83NO32P (the ωB97M-V functional and the def2-TZVPD basis).

Each atom is followed by the atoms it is bonded to, with distances in Å.
Positions of all 128 atoms, in Å:
1 C -1.50 -0.46 1.71  P2 1.811, H16 1.087, H17 1.087, H18 1.088
2 P 0.25 -0.91 1.85  C1 1.811, C3 1.816, C4 1.872
3 C 1.11 0.67 2.04  P2 1.816, H19 1.090, H20 1.086, H21 1.085
4 C 0.67 -1.75 0.22  P2 1.872, O5 1.451, C6 1.537, C15 1.522
5 O 0.32 -3.11 0.59  C4 1.451, H22 0.968
6 C 2.17 -1.68 -0.08  C4 1.537, C7 1.559, H23 1.089, H24 1.087
7 C 2.70 -0.93 -1.35  C6 1.559, C8 1.532, C9 1.517, N10 1.507
8 C 3.42 0.36 -0.97  C7 1.532, H25 1.086, H26 1.088, H27 1.083
9 C 3.74 -1.83 -1.99  C7 1.517, H28 1.087, H29 1.085, H30 1.082
10 N 1.61 -0.67 -2.36  C7 1.507, O11 1.279, C12 1.485
11 O 1.60 -1.46 -3.37  N10 1.279
12 C 0.27 -0.26 -1.88  N10 1.485, C13 1.534, C14 1.516, C15 1.519
13 C 0.27 1.14 -1.27  C12 1.534, H31 1.085, H32 1.076, H33 1.087
14 C -0.73 -0.19 -3.02  C12 1.516, H34 1.087, H35 1.086, H36 1.085
15 C -0.22 -1.36 -0.95  C4 1.522, C12 1.519, H37 1.087, H38 1.092
16 H -1.81 -0.12 2.70  C1 1.087
17 H -2.06 -1.37 1.50  C1 1.087
18 H -1.77 0.30 0.98  C1 1.088
19 H 0.78 1.03 3.02  C3 1.090
20 H 2.19 0.53 2.09  C3 1.086
21 H 0.87 1.46 1.34  C3 1.085
22 H 0.60 -3.67 -0.14  O5 0.968
23 H 2.69 -1.27 0.79  C6 1.089
24 H 2.51 -2.71 -0.14  C6 1.087
25 H 4.41 0.11 -0.60  C8 1.086
26 H 3.55 0.99 -1.85  C8 1.088
27 H 2.91 0.94 -0.21  C8 1.083
28 H 4.11 -1.38 -2.91  C9 1.087
29 H 3.35 -2.82 -2.18  C9 1.085
30 H 4.57 -1.92 -1.31  C9 1.082
31 H -0.45 1.20 -0.46  C13 1.085
32 H 1.23 1.46 -0.91  C13 1.076
33 H -0.03 1.87 -2.02  C13 1.087
34 H -1.63 0.27 -2.63  C14 1.087
35 H -0.35 0.43 -3.83  C14 1.086
36 H -1.02 -1.17 -3.39  C14 1.085
37 H -1.21 -1.09 -0.60  C15 1.087
38 H -0.34 -2.25 -1.57  C15 1.092
39 O -1.86 -4.71 -0.96  H40 0.963, H41 0.964
40 H -1.34 -5.51 -1.04  O39 0.963
41 H -1.47 -4.24 -0.21  O39 0.964
42 O -2.69 1.30 -4.96  H43 0.962, H44 0.969
43 H -2.77 0.60 -5.61  O42 0.962
44 H -1.92 1.81 -5.26  O42 0.969
45 O -1.95 -5.16 2.37  H46 0.966, H47 0.962
46 H -1.31 -4.49 2.08  O45 0.966
47 H -2.75 -4.66 2.56  O45 0.962
48 O 0.76 3.38 3.62  H49 0.967, H50 0.965
49 H 0.07 3.99 3.32  O48 0.967
50 H 1.56 3.91 3.67  O48 0.965
51 O -0.25 3.22 -5.21  H52 0.968, H53 0.966
52 H 0.71 3.23 -5.11  O51 0.968
53 H -0.50 4.15 -5.11  O51 0.966
54 O 6.77 -2.33 -0.97  H55 0.967, H56 0.961
55 H 6.79 -3.06 -1.60  O54 0.967
56 H 7.54 -1.79 -1.18  O54 0.961
57 O 0.91 -0.89 5.48  H58 0.969, H59 0.967
58 H 1.18 -1.16 4.59  O57 0.969
59 H 0.98 0.08 5.46  O57 0.967
60 O -0.51 3.65 6.18  H61 0.968, H62 0.965
61 H -0.11 3.40 5.34  O60 0.968
62 H -0.57 4.61 6.11  O60 0.965
63 O -1.15 -7.27 4.38  H64 0.967, H65 0.966
64 H -0.67 -8.00 3.97  O63 0.967
65 H -1.28 -6.63 3.67  O63 0.966
66 O -3.99 1.66 2.34  H67 0.966, H68 0.962
67 H -3.39 2.22 2.86  O66 0.966
68 H -4.50 1.17 2.99  O66 0.962
69 O 0.05 -9.55 2.88  H70 0.967, H71 0.960
70 H 0.64 -10.15 3.36  O69 0.967
71 H -0.51 -10.11 2.34  O69 0.960
72 O 1.44 -10.94 5.01  H73 0.963, H74 0.961
73 H 2.03 -10.25 5.32  O72 0.963
74 H 1.16 -11.41 5.80  O72 0.961
75 O -4.58 3.26 -0.16  H76 0.965, H77 0.966
76 H -4.87 2.52 -0.71  O75 0.965
77 H -4.25 2.85 0.66  O75 0.966
78 O 2.24 4.24 7.88  H79 0.968, H80 0.962
79 H 1.41 3.99 7.45  O78 0.968
80 H 2.54 5.00 7.38  O78 0.962
81 O 5.96 -4.48 -2.90  H82 0.963, H83 0.962
82 H 6.22 -4.12 -3.75  O81 0.963
83 H 5.18 -5.01 -3.08  O81 0.962
84 O -1.29 3.67 -8.32  H85 0.961, H86 0.967
85 H -0.97 2.83 -8.66  O84 0.961
86 H -0.95 3.71 -7.42  O84 0.967
87 O -2.24 5.51 4.77  H88 0.963, H89 0.965
88 H -2.84 4.81 5.03  O87 0.963
89 H -2.80 6.11 4.26  O87 0.965
90 O -4.52 -6.02 -2.37  H91 0.964, H92 0.966
91 H -3.83 -5.43 -2.06  O90 0.964
92 H -4.83 -6.47 -1.57  O90 0.966
93 O -4.03 -1.20 -3.90  H94 0.962, H95 0.968
94 H -3.94 -1.49 -4.81  O93 0.962
95 H -3.90 -0.24 -3.95  O93 0.968
96 O 2.42 3.74 -6.22  H97 0.967, H98 0.962
97 H 2.83 3.01 -6.69  O96 0.967
98 H 2.25 4.41 -6.90  O96 0.962
99 O 2.61 1.62 5.22  H100 0.965, H101 0.968
100 H 3.28 0.94 5.36  O99 0.965
101 H 2.67 2.17 6.02  O99 0.968
102 O 0.26 6.06 -5.68  H103 0.966, H104 0.961
103 H -0.36 6.80 -5.73  O102 0.966
104 H 1.12 6.46 -5.86  O102 0.961
105 O -0.41 8.73 -4.76  H106 0.962, H107 0.963
106 H -1.06 9.25 -4.27  O105 0.962
107 H 0.17 9.39 -5.16  O105 0.963
108 O 2.94 -2.64 6.78  H109 0.961, H110 0.968
109 H 2.35 -3.32 7.12  O108 0.961
110 H 2.35 -1.98 6.38  O108 0.968
111 O 3.67 4.44 5.05  H112 0.966, H113 0.962
112 H 3.54 3.52 4.77  O111 0.966
113 H 4.17 4.37 5.87  O111 0.962
114 O -5.53 -7.90 -0.14  H115 0.961, H116 0.962
115 H -5.93 -8.74 -0.37  O114 0.961
116 H -4.88 -8.09 0.54  O114 0.962
117 O 3.94 1.85 -8.07  H118 0.962, H119 0.962
118 H 3.83 1.12 -8.67  O117 0.962
119 H 4.72 2.32 -8.38  O117 0.962
120 O -5.65 1.09 -1.96  H121 0.964, H122 0.962
121 H -5.26 0.34 -2.43  O120 0.964
122 H -5.78 1.77 -2.63  O120 0.962
123 O -3.94 4.64 2.61  H124 0.964, H125 0.965
124 H -3.47 5.04 1.86  O123 0.964
125 H -4.63 4.11 2.21  O123 0.965
126 O -3.78 7.48 1.99  H127 0.962, H128 0.962
127 H -4.59 7.29 1.50  O126 0.962
128 H -3.41 8.26 1.57  O126 0.962

lowest unoccupied orbital energy (alpha / beta): 0.01 / 0.01 eV
⟨S²⟩: 0.754
spin multiplicity: 2
gap between HOMO and LUMO (alpha / beta): 7.84 / 8.09 eV

Entry 2:
Entry from OMol25: C21H31N3 in the gas phase (the ωB97M-V functional and the def2-TZVPD basis).

Each atom is followed by the atoms it is bonded to, with distances in Å.
Positions of all 55 atoms, in Å:
1 C -6.09 -1.73 -0.57  N2 1.446, H25 1.091, H26 1.102, H27 1.088
2 N -5.16 -0.62 -0.49  C1 1.446, C3 1.448, H28 1.017
3 C -4.72 -0.35 0.86  N2 1.448, C4 1.532, H29 1.095, H30 1.107
4 C -3.52 0.61 0.83  C3 1.532, C5 1.533, N6 1.454, H31 1.095
5 C -3.17 1.09 2.25  C4 1.533, H32 1.087, H33 1.088, H34 1.089
6 N -2.43 -0.06 0.14  C4 1.454, C7 1.450, H35 1.017
7 C -1.34 0.79 -0.30  N6 1.450, C8 1.531, H36 1.102, H37 1.093
8 C -0.40 0.01 -1.21  C7 1.531, C9 1.545, N16 1.453, H38 1.106
9 C 0.49 0.97 -2.03  C8 1.545, C10 1.500, H39 1.091, H40 1.091
10 C 1.24 1.93 -1.15  C9 1.500, C11 1.389, C15 1.390
11 C 0.82 3.25 -1.00  C10 1.389, C12 1.384, H41 1.081
12 C 1.49 4.12 -0.17  C11 1.384, C13 1.384, H42 1.081
13 C 2.60 3.68 0.54  C12 1.384, C14 1.385, H43 1.081
14 C 3.03 2.37 0.40  C13 1.385, C15 1.383, H44 1.080
15 C 2.35 1.50 -0.44  C10 1.390, C14 1.383, H45 1.078
16 N 0.45 -0.88 -0.43  C8 1.453, C17 1.446, H46 1.014
17 C 0.84 -2.10 -1.11  N16 1.446, C18 1.533, H47 1.094, H48 1.107
18 C 1.73 -2.95 -0.21  C17 1.533, C19 1.502, H49 1.092, H50 1.092
19 C 2.98 -2.21 0.17  C18 1.502, C20 1.390, C24 1.388
20 C 4.02 -2.08 -0.75  C19 1.390, C21 1.383, H51 1.081
21 C 5.16 -1.36 -0.43  C20 1.383, C22 1.385, H52 1.080
22 C 5.27 -0.76 0.81  C21 1.385, C23 1.384, H53 1.080
23 C 4.25 -0.88 1.73  C22 1.384, C24 1.384, H54 1.081
24 C 3.11 -1.60 1.41  C19 1.388, C23 1.384, H55 1.080
25 H -7.00 -1.45 -0.02  C1 1.091
26 H -5.70 -2.66 -0.14  C1 1.102
27 H -6.35 -1.90 -1.61  C1 1.088
28 H -4.33 -0.82 -1.05  N2 1.017
29 H -5.55 0.11 1.41  C3 1.095
30 H -4.42 -1.27 1.41  C3 1.107
31 H -3.80 1.48 0.22  C4 1.095
32 H -4.01 1.61 2.69  C5 1.087
33 H -2.32 1.77 2.22  C5 1.088
34 H -2.91 0.24 2.88  C5 1.089
35 H -2.08 -0.81 0.73  N6 1.017
36 H -0.76 1.23 0.53  C7 1.102
37 H -1.79 1.61 -0.87  C7 1.093
38 H -1.02 -0.57 -1.92  C8 1.106
39 H 1.20 0.38 -2.61  C9 1.091
40 H -0.15 1.52 -2.73  C9 1.091
41 H -0.05 3.60 -1.55  C11 1.081
42 H 1.16 5.14 -0.07  C12 1.081
43 H 3.13 4.36 1.19  C13 1.081
44 H 3.90 2.02 0.94  C14 1.080
45 H 2.69 0.49 -0.55  C15 1.078
46 H 0.00 -1.11 0.45  N16 1.014
47 H 1.39 -1.82 -2.01  C17 1.094
48 H -0.04 -2.70 -1.43  C17 1.107
49 H 1.18 -3.23 0.69  C18 1.092
50 H 1.99 -3.87 -0.74  C18 1.092
51 H 3.93 -2.55 -1.72  C20 1.081
52 H 5.95 -1.27 -1.15  C21 1.080
53 H 6.16 -0.20 1.06  C22 1.080
54 H 4.33 -0.42 2.70  C23 1.081
55 H 2.31 -1.69 2.13  C24 1.080

lowest unoccupied orbital energy: 0.74 eV
relative energy (zero: lowest compared OMol25 entry of this formula, charge and spin): 1.1 kcal per mole
SMILES: CNC[C@@H](C)NC[C@@H](Cc1ccccc1)NCCc1ccccc1
gap between HOMO and LUMO: 9.20 eV